(one)
An isolated molecule of C5H6O3, computed with ωB97M-V with the def2-TZVPD basis set.

```
14
Properties=species:S:1:pos:R:3:nbo_charge:R:1
O 2.007 0.055 -0.084 -0.73
C 0.802 -0.370 -0.733 0.04
C -0.034 -1.257 0.115 0.30
O 0.133 -0.533 1.254 -0.48
C -0.395 0.681 0.875 0.02
C -1.322 0.443 -0.151 0.01
O -1.305 -0.939 -0.437 -0.48
C -0.029 0.947 -0.598 -0.28
H 1.528 -0.111 0.859 0.46
H 0.977 -0.766 -1.671 0.20
H 0.179 -2.377 0.099 0.22
H -0.489 1.303 1.665 0.22
H -2.269 0.836 -0.481 0.23
H 0.216 2.086 -0.713 0.26
```

## Properties
Gap between HOMO and LUMO in eV: 10.237
HOMO in eV: -9.37
2S+1: 1
SMILES: O[C@H]1[C@H]2O[C@@H]3[C@H](O2)[C@H]13

=====

(two)
A cluster of 3 separate species, C5H6O3 in total, computed with ωB97M-V with the def2-TZVPD basis set.

```
14
Properties=species:S:1:pos:R:3:nbo_charge:R:1
C 0.834 -1.695 -0.521 0.22
C -0.107 -0.878 -1.039 -0.59
C -0.851 1.595 1.092 -0.76
C 1.353 0.703 0.465 0.46
C -1.304 1.485 -0.135 0.71
O 0.756 -2.315 0.664 -0.66
O 1.999 1.492 -0.050 -0.56
O -1.901 1.755 -1.107 -0.46
H -0.052 -2.045 1.123 0.48
H 1.758 -1.930 -1.027 0.19
H 0.031 -0.496 -2.034 0.23
H -1.123 -0.988 -0.679 0.20
H -0.434 2.519 1.447 0.27
H -0.962 0.797 1.801 0.26
```

## Properties
Gap between HOMO and LUMO in eV: 9.425
HOMO in eV: -8.85
2S+1: 1

=====

(three)
A structure of composition C5H6O3, computed with ωB97M-V with the def2-TZVPD basis set.

```
14
Properties=species:S:1:pos:R:3:nbo_charge:R:1
C -0.070 -0.313 -1.155 0.55
C -0.240 -1.408 -0.075 -0.56
C -0.507 -0.384 1.162 0.03
C 0.913 -0.128 1.386 -0.11
C -0.036 1.030 -0.163 0.28
H 0.478 -2.201 0.031 0.25
H -1.217 -1.567 -0.322 0.25
H -0.936 -1.010 2.023 0.24
H 1.364 0.110 2.421 0.19
H 1.290 -1.128 1.119 0.17
H -0.102 1.796 -0.747 0.19
O -0.355 -0.252 -2.449 -0.54
O 1.271 0.873 0.435 -0.49
O -1.070 0.781 0.582 -0.44
```

## Properties
Gap between HOMO and LUMO in eV: 9.782
HOMO in eV: -9.08
2S+1: 1

=====

We find (two) to be the most stable, with the next structure 0.0282 hartree higher.

=====

(one)
An isolated molecule of C3H4N2O3, computed with ωB97M-V with the def2-TZVPD basis set.

```
12
Properties=species:S:1:pos:R:3:nbo_charge:R:1
N -1.403 -0.998 -0.231 -0.83
C -0.248 -0.374 0.179 0.41
C 1.075 -0.807 0.191 -0.49
C 1.891 0.307 0.154 0.71
O 3.104 0.408 -0.061 -0.57
O 0.983 1.406 0.186 -0.37
N -0.267 0.963 0.592 0.10
O -1.267 1.498 -0.269 -0.56
H -2.270 -0.500 -0.604 0.46
H -1.260 -2.199 -0.158 0.43
H 1.264 -1.870 -0.223 0.24
H -1.603 2.165 0.244 0.48
```

## Properties
Gap between HOMO and LUMO in eV: 9.276
HOMO in eV: -9.06
2S+1: 1
SMILES: Nc1cc(=O)on1O

=====

(two)
An isolated molecule of C3H4N2O3, computed with ωB97M-V with the def2-TZVPD basis set.

```
12
Properties=species:S:1:pos:R:3:nbo_charge:R:1
N -1.980 -0.806 0.047 -0.80
C -0.751 -0.306 -0.241 0.02
C 0.467 -0.829 -0.414 -0.09
N 1.524 0.207 -0.518 0.10
O 2.373 0.036 0.550 -0.55
O 0.827 1.448 -0.275 -0.37
C -0.509 1.154 -0.136 0.73
O -1.281 1.982 0.085 -0.55
H -2.121 -1.515 0.836 0.40
H -2.612 -0.060 0.322 0.40
H 0.890 -1.862 -0.451 0.23
H 3.173 0.552 0.195 0.48
```

## Properties
Gap between HOMO and LUMO in eV: 9.565
HOMO in eV: -9.07
2S+1: 1
SMILES: Nc1cn(O)oc1=O

=====

We find (two) to be the most stable, with the next structure 0.0400 hartree higher.

=====

(one)
An isolated molecule of C21H28N4O3, computed with ωB97M-V with the def2-TZVPD basis set.

```
56
Properties=species:S:1:pos:R:3:nbo_charge:R:1
C 3.581 -1.751 -0.141 -0.25
O 3.430 -0.488 -0.741 -0.50
C 2.737 0.479 -0.072 0.29
C 2.148 0.325 1.177 -0.27
C 1.470 1.386 1.757 -0.21
C 1.350 2.608 1.112 -0.05
C 0.556 3.728 1.715 -0.43
C -0.896 3.722 1.205 -0.20
N -1.573 2.484 1.540 -0.45
C -1.653 1.478 0.502 -0.19
C -1.851 0.082 1.076 -0.33
C -2.101 -0.925 -0.046 0.70
O -2.569 -0.620 -1.121 -0.63
N -1.788 -2.190 0.303 -0.62
C -1.958 -3.334 -0.563 -0.22
C -0.618 -4.006 -0.892 -0.42
C 0.157 -3.254 -1.924 -0.14
C 0.630 -3.756 -3.146 -0.07
N 1.244 -2.817 -3.841 -0.26
N 1.179 -1.715 -3.107 -0.15
C 1.762 -0.492 -3.576 -0.41
C 0.540 -1.926 -1.941 -0.06
C -3.063 0.130 2.007 -0.38
C -2.748 1.058 3.170 -0.50
C -2.081 2.369 2.785 0.68
O -1.983 3.270 3.600 -0.64
C 1.945 2.752 -0.138 -0.19
C 2.631 1.710 -0.722 -0.26
H 4.120 -1.683 0.809 0.18
H 2.614 -2.238 0.018 0.18
H 4.165 -2.343 -0.845 0.21
H 2.220 -0.610 1.711 0.21
H 1.028 1.259 2.735 0.21
H 0.529 3.634 2.801 0.23
H 1.004 4.690 1.460 0.22
H -0.924 3.851 0.121 0.20
H -1.437 4.542 1.684 0.23
H -0.728 1.510 -0.082 0.22
H -2.487 1.698 -0.179 0.21
H -0.962 -0.210 1.645 0.21
H -1.383 -2.366 1.209 0.39
H -2.436 -2.971 -1.475 0.24
H -2.621 -4.056 -0.072 0.19
H -0.812 -5.010 -1.272 0.22
H -0.036 -4.106 0.031 0.20
H 0.544 -4.751 -3.534 0.20
H 2.023 -0.631 -4.623 0.23
H 1.048 0.327 -3.479 0.21
H 2.662 -0.256 -3.005 0.22
H 0.391 -1.133 -1.235 0.22
H -3.312 -0.866 2.380 0.21
H -3.923 0.501 1.445 0.21
H -2.065 0.566 3.870 0.22
H -3.649 1.306 3.733 0.24
H 1.872 3.697 -0.657 0.21
H 3.105 1.828 -1.684 0.22
```

## Properties
Gap between HOMO and LUMO in eV: 9.016
HOMO in eV: -8.62
2S+1: 1
SMILES: COc1ccc(CCN2C[C@H](C(=O)NCCc3cnn(C)c3)CCC2=O)cc1

=====

(two)
An isolated molecule of C21H28N4O3, computed with ωB97M-V with the def2-TZVPD basis set.

```
56
Properties=species:S:1:pos:R:3:nbo_charge:R:1
C 3.414 -1.658 1.239 -0.68
C 1.980 -1.315 1.452 0.43
N 1.074 -2.267 1.581 -0.54
C 1.124 -3.668 1.260 -0.21
C 0.400 -3.936 -0.065 -0.41
C 1.135 -3.347 -1.282 -0.21
N 0.242 -2.570 -2.125 -0.44
C 0.725 -2.472 -3.491 -0.21
C -0.318 -1.795 -4.375 -0.40
C -0.617 -0.396 -3.851 -0.40
C -1.052 -0.504 -2.396 -0.40
C 0.002 -1.244 -1.581 -0.23
C 1.581 0.036 1.559 -0.45
C 2.553 1.100 1.430 0.68
O 3.754 0.989 1.266 -0.63
N 2.021 2.383 1.495 -0.64
C 0.717 2.758 1.664 0.81
O 0.379 3.918 1.701 -0.62
N -0.165 1.707 1.797 -0.46
C -1.578 2.030 1.996 -0.24
C -2.350 1.937 0.706 -0.06
C -3.230 0.888 0.478 -0.19
C -3.935 0.815 -0.710 -0.21
C -3.761 1.785 -1.683 -0.22
C -2.875 2.828 -1.465 -0.23
C -2.173 2.905 -0.276 -0.16
C 0.189 0.371 1.757 0.69
O -0.711 -0.463 1.899 -0.67
H 3.779 -1.198 0.323 0.26
H 4.009 -1.227 2.043 0.27
H 3.583 -2.729 1.202 0.21
H 0.124 -1.892 1.743 0.45
H 0.616 -4.209 2.065 0.21
H 2.151 -4.032 1.202 0.20
H 0.287 -5.014 -0.184 0.22
H -0.601 -3.507 -0.019 0.22
H 1.542 -4.161 -1.885 0.20
H 1.987 -2.732 -0.946 0.16
H 0.915 -3.483 -3.861 0.20
H 1.673 -1.903 -3.543 0.16
H 0.050 -1.754 -5.402 0.21
H -1.231 -2.392 -4.358 0.20
H -1.398 0.077 -4.447 0.21
H 0.282 0.221 -3.920 0.19
H -1.211 0.484 -1.963 0.22
H -1.992 -1.056 -2.337 0.20
H -0.352 -1.341 -0.554 0.21
H 0.938 -0.650 -1.564 0.16
H 2.691 3.139 1.402 0.43
H -1.977 1.328 2.730 0.23
H -1.610 3.050 2.386 0.25
H -3.356 0.127 1.233 0.22
H -4.623 -0.001 -0.878 0.21
H -4.312 1.728 -2.610 0.21
H -2.735 3.585 -2.223 0.21
H -1.489 3.721 -0.098 0.22
```

## Properties
Gap between HOMO and LUMO in eV: 9.337
HOMO in eV: -8.70
2S+1: 1
SMILES: C/C(NCCCN1CCCCC1)=C1\C(=O)NC(=O)N(Cc2ccccc2)C1=O

=====

(three)
An isolated molecule of C21H28N4O3, computed with ωB97M-V with the def2-TZVPD basis set.

```
56
Properties=species:S:1:pos:R:3:nbo_charge:R:1
C -2.755 0.809 3.579 -0.61
C -1.322 1.082 4.019 -0.40
C -0.500 1.741 2.911 -0.21
N -0.409 0.869 1.744 -0.44
C -0.647 1.526 0.474 -0.19
C 0.569 2.315 -0.028 -0.42
C 0.236 3.089 -1.296 -0.60
C 0.479 -0.172 1.867 0.36
N 1.218 -0.181 2.962 -0.46
C 2.131 -1.150 3.150 0.12
C 2.937 -1.155 4.304 -0.20
C 3.900 -2.117 4.449 -0.19
C 4.090 -3.106 3.471 -0.23
C 3.307 -3.140 2.348 -0.18
C 2.310 -2.165 2.177 0.15
N 1.467 -2.219 1.126 -0.39
C 0.571 -1.291 0.966 0.24
C -0.386 -1.554 -0.177 -0.47
C -0.458 -2.977 -0.441 0.30
N -0.551 -4.091 -0.672 -0.29
C 0.123 -0.919 -1.482 0.83
O 1.246 -0.545 -1.660 -0.57
O -0.867 -0.859 -2.369 -0.51
C -0.540 -0.394 -3.689 0.07
C -0.087 -1.559 -4.556 -0.64
C -1.792 0.284 -4.244 -0.07
O -1.439 0.940 -5.435 -0.54
C -2.530 1.569 -6.059 -0.24
H -3.260 1.736 3.316 0.20
H -2.766 0.153 2.712 0.20
H -3.314 0.329 4.378 0.21
H -0.838 0.150 4.310 0.22
H -1.323 1.746 4.886 0.20
H -0.983 2.670 2.607 0.19
H 0.502 1.966 3.290 0.22
H -1.495 2.203 0.612 0.20
H -0.935 0.809 -0.293 0.19
H 1.385 1.617 -0.228 0.22
H 0.899 3.006 0.751 0.20
H -0.074 2.411 -2.088 0.20
H -0.571 3.797 -1.114 0.20
H 1.106 3.641 -1.642 0.22
H 2.787 -0.382 5.042 0.22
H 4.530 -2.119 5.327 0.21
H 4.862 -3.848 3.616 0.22
H 3.427 -3.892 1.585 0.23
H -1.401 -1.207 0.041 0.28
H 0.266 0.345 -3.612 0.21
H 0.064 -1.201 -5.570 0.23
H 0.845 -1.969 -4.175 0.23
H -0.844 -2.340 -4.555 0.21
H -2.571 -0.470 -4.428 0.17
H -2.181 1.004 -3.506 0.17
H -3.307 0.844 -6.327 0.17
H -2.971 2.336 -5.411 0.17
H -2.141 2.036 -6.961 0.20
```

## Properties
Gap between HOMO and LUMO in eV: 8.195
HOMO in eV: -8.20
2S+1: 1
SMILES: CCCN(CCC)c1nc2ccccc2nc1[C@H](C#N)C(=O)O[C@@H](C)COC

=====

We find (two) to be the most stable, with the next structure 0.0647 hartree higher.